(1)
A structure of composition C3H7N3S, computed with ωB97M-V/def2-TZVPD.

Each line ends with the Mulliken charge.
CARTESIAN COORDINATES (ANGSTROEM)
C (1.65, 1.14, -0.65)  -0.69
C (1.86, -0.05, 0.48)  0.09
C (-1.10, -1.17, -0.35)  -0.02
H (0.86, 0.88, -1.57)  0.26
H (1.15, 2.34, -0.15)  0.24
H (2.91, 1.27, -0.67)  0.27
H (2.63, 0.43, 1.29)  0.25
H (-1.75, -2.18, -0.65)  0.17
H (-3.28, -0.66, 0.46)  0.27
H (-2.74, 0.91, 1.06)  0.27
N (1.51, -1.19, 0.82)  -0.39
N (-1.42, 0.04, 0.00)  -0.06
N (-2.76, 0.20, 0.23)  -0.62
S (0.48, -1.99, -0.28)  -0.03

For the LUMO energy, the calculation gives 0.73 eV. The HOMO energy comes out at -8.045 eV. As for the strongest force on any atom: 6.93 eV/A.


(2)
The ion C3H7N4 with charge +1, computed with ωB97M-V/def2-TZVPD.

Each line ends with the Mulliken charge.
CARTESIAN COORDINATES (ANGSTROEM)
H (-2.04, -0.36, -0.67)  0.24
N (-1.09, -0.73, -0.54)  -0.37
C (-0.43, -1.77, -0.90)  0.07
N (0.93, -1.67, -0.75)  -0.23
N (1.28, -0.69, -0.10)  -0.09
C (0.45, 0.32, 0.42)  0.77
C (0.51, 1.59, -0.34)  -0.99
N (0.04, 0.23, 1.70)  -0.29
H (-0.73, -2.72, -1.43)  0.42
H (1.24, 2.33, -0.03)  0.35
H (-0.53, 1.84, -0.29)  0.38
H (0.68, 1.28, -1.39)  0.30
H (0.16, -0.59, 2.18)  0.22
H (-0.45, 0.93, 2.14)  0.21

For the LUMO energy, the calculation gives -5.98 eV. The HOMO energy comes out at -15.090 eV. As for the charge: +1. As for the strongest force on any atom: 5.37 eV/A. As for the SMILES: [H]/N=C/N=N\C(C)=[NH2+].


(3)
The ion C3H7N4 with charge +1, computed with ωB97M-V/def2-TZVPD.

Each line ends with the Mulliken charge.
CARTESIAN COORDINATES (ANGSTROEM)
C (-1.89, 0.39, 0.15)  0.85
C (1.08, -0.24, 0.09)  0.42
C (-2.67, -0.60, 0.26)  -1.01
N (-1.01, 1.23, 0.00)  -0.47
N (2.33, 0.16, 0.39)  -0.36
N (0.36, 1.09, -0.52)  -0.14
N (0.38, -1.16, -0.20)  -0.40
H (-2.55, -1.26, 1.15)  0.28
H (-3.58, -0.88, -0.24)  0.33
H (2.62, 1.13, 0.38)  0.20
H (3.09, -0.49, 0.39)  0.25
H (0.44, 0.79, -1.58)  0.38
H (0.92, 1.99, -0.28)  0.39
H (0.48, -2.15, 0.03)  0.27

For the LUMO energy (alpha / beta), the calculation gives -3.66 / -6.61 eV. Its multiplicity is 3. The HOMO energy (alpha / beta) comes out at -9.875 / -15.012 eV. As for the charge: +1. As for the strongest force on any atom: 9.72 eV/A. Its expectation value of S² is 2.01.